2 unconnected molecules or ions with the total composition C13H12IO5P at a distorted geometry, computed with the ωB97M-V functional and the def2-TZVPD basis.

Properties
E, eV: -41290.4124
E_HOMO, hartree: -0.3458
SMILES: O=C1C=C(I)C(=O)c2cc(P(O)O)ccc21.CC(C)=O
Gap between HOMO and LUMO, eV: 7.19
F_max, eV Å⁻¹: 8.85

ORCA input file:
```
! RIJCOSX wB97M-V def2-TZVPD def2/J DEFGRID3
* xyz 0 1
I 6.5488 1.8863 1.4936
P -1.4659 -0.6458 -0.7360
O -2.5176 -1.0853 0.6249
O -1.3070 1.1120 -0.5506
O 5.2303 -3.8695 1.4272
O 4.6756 0.6782 -1.4208
O -6.4994 2.0653 -1.9829
C 0.3785 -2.6918 0.7070
C -4.9981 3.6527 -1.0199
C 0.2750 -1.2933 -0.1475
C 3.0395 -0.8393 -0.0003
C 3.1870 -2.2543 0.8800
C -4.3272 1.2114 -1.4791
C 4.4325 0.0476 -0.2672
C 4.7378 -2.6141 1.3944
C -5.3762 2.2896 -1.5344
C 5.6354 -1.2645 1.8094
C 1.5627 -0.3215 -0.5410
C 1.8738 -3.1738 1.2273
C 5.4947 0.0281 1.0255
H -3.4638 1.5019 -2.0830
H 6.3669 -1.2490 2.7448
H -0.8545 1.2517 0.3537
H -5.8533 4.3292 -1.1221
H -4.1645 4.0519 -1.6033
H -4.7269 3.5888 0.0369
H -4.0262 1.0388 -0.4427
H 1.4704 0.6721 -1.1586
H -0.5936 -3.3294 0.9715
H -1.9337 -0.8858 1.4334
H -4.7409 0.2815 -1.8835
H 1.9401 -4.1696 1.8434
*
```

---

A molecular structure, C46H43N4O2PdSb2 at a distorted geometry, computed with the ωB97M-V functional and the def2-TZVPD basis.

Properties
E, eV: -74983.9698
E_HOMO, hartree: -0.5574
Gap between HOMO and LUMO, eV: 4.77
F_max, eV Å⁻¹: 1.28
ΔE to the lowest compared entry with this formula, charge and spin, kcal per mole: 14.5

ORCA input file:
```
! RIJCOSX wB97M-V def2-TZVPD def2/J DEFGRID3
* xyz 3 1
Sb -0.5027 -1.6576 2.4536
Sb -2.6881 0.3929 0.7988
Pd -0.1364 -0.1175 0.3599
O 1.0287 1.3216 -3.1313
O 0.5520 1.6304 1.3136
N 0.3808 -2.0198 -3.1624
N 0.5646 1.3299 -0.8687
N 2.1538 2.6931 -0.0796
N -0.3568 -1.4130 -1.1978
C 4.3001 -1.8711 1.6531
C -0.9877 -2.1218 -3.2033
C -4.0108 -1.2210 0.7850
C -5.6017 -2.6159 -0.3460
C 1.3004 -2.3094 -4.2666
C 0.7267 -1.5890 -1.9541
C -4.2293 -1.9147 1.9740
C 1.2827 1.6854 -2.0242
C -1.6405 -4.4789 5.4742
C -5.1347 -2.9645 1.9942
C -1.0963 -5.6816 5.0415
C -1.5176 -3.3383 4.6927
C 2.0603 -2.4349 0.9982
C -3.7364 3.0215 -0.0984
C -0.2832 -4.6391 3.0291
C 3.4839 4.3433 -3.0664
C 1.4020 4.7996 -1.9512
C -3.9144 2.4344 -2.8227
C 2.3701 6.4527 -3.3965
C 3.4296 -2.5933 0.8475
C 4.5524 1.3891 -0.6684
C -0.4204 -5.7635 3.8292
C 3.7101 1.6985 -1.7294
C -4.6996 -1.5622 -0.3772
C -4.3216 3.9291 -0.9706
C 2.4646 2.5788 -1.5315
C 2.4689 3.9362 -2.2101
C -3.3337 1.5117 -1.9678
C 4.0151 1.2188 -3.0034
C 1.3531 6.0498 -2.5393
C -1.4438 -1.7300 -1.9871
C -2.7731 1.2671 2.7552
C 5.1537 0.4558 -3.2077
C -5.8112 -3.3190 0.8330
C -0.7617 -0.0190 3.7815
C -2.1995 0.4888 3.9427
C -4.4138 3.6326 -2.3234
C 1.1018 1.9515 0.1843
C 1.5598 -1.5318 1.9448
C -3.2727 1.8103 -0.6088
C -0.8069 -3.4421 3.5023
C 6.0010 0.1595 -2.1460
C 3.8079 -0.9787 2.5993
C 3.4300 5.5987 -3.6566
C 2.4419 -0.8021 2.7470
C 5.6962 0.6273 -0.8784
H -4.6994 4.8682 -0.5897
H -0.1357 0.7580 3.3386
H -6.1511 -2.8781 -1.2401
H 0.5943 4.4920 -1.2940
H 4.3329 3.7041 -3.2622
H 1.0917 -1.6307 -5.0898
H 2.3364 7.4314 -3.8552
H -1.2049 -6.5668 5.6536
H 0.2432 -4.7033 2.0862
H -0.3330 -0.2775 4.7503
H -0.0011 -6.7054 3.5023
H -3.9741 2.2205 -3.8813
H 5.3679 -2.0146 1.5540
H -2.1638 -4.4242 6.4193
H -1.9450 -2.4030 5.0327
H 3.8170 -3.2949 0.1201
H 6.3620 0.4238 -0.0496
H -6.5170 -4.1385 0.8524
H -2.8932 -0.3032 4.2242
H -3.6561 3.2723 0.9519
H -4.8692 4.3452 -2.9980
H 4.2294 5.9117 -4.3145
H 3.3664 1.4494 -3.8382
H 2.0751 -0.0968 3.4823
H 2.3188 -2.1538 -3.9214
H 0.5244 6.7131 -2.3313
H -2.4521 -1.7262 -1.6135
H 1.3857 -3.0301 0.3917
H 6.9001 -0.4184 -2.3131
H 5.3931 0.1100 -4.2048
H -3.7325 -1.6316 2.8949
H -2.2919 2.2414 2.6622
H 1.1736 -3.3402 -4.5867
H -2.1882 1.1770 4.7912
H 4.3466 1.7527 0.3293
H -4.5825 -0.9895 -1.2901
H -2.9153 0.5966 -2.3681
H 4.4905 -0.4275 3.2325
H -3.8475 1.4285 2.8732
H -1.5114 -2.4689 -4.0775
H 2.5969 3.3375 0.5568
H 1.7455 -1.3931 -1.6579
H -5.3241 -3.4957 2.9174
*
```

---

A single C2H2N2OS2 molecule at a distorted geometry, computed with the ωB97M-V functional and the def2-TZVPD basis.

Properties
E, eV: -28800.5510
E_HOMO (alpha / beta), hartree: -0.3093 / -0.3210
Gap between HOMO and LUMO (alpha / beta), eV: 7.13 / 7.59
F_max, eV Å⁻¹: 3.61
ΔE to the lowest compared entry with this formula, charge and spin, kcal per mole: 70.9

ORCA input file:
```
! RIJCOSX wB97M-V def2-TZVPD def2/J DEFGRID3
* xyz 0 1
S -1.3527 1.0330 -0.4761
S 1.9725 0.8281 -0.2951
O -1.9068 -1.5200 -0.1753
N -0.1610 1.8384 0.2508
N 1.4591 -0.5534 0.0064
C -0.9228 -0.8384 -0.0545
C 0.4096 -1.2178 0.3006
H 0.4709 -2.3471 0.6162
H 0.0312 2.7772 -0.1730
*
```

---

A molecular structure, C18H24BN9O2Pb at a distorted geometry, computed with the ωB97M-V functional and the def2-TZVPD basis.

Properties
E, eV: -42482.4184
E_HOMO (alpha / beta), hartree: -0.4222 / -0.4222
Gap between HOMO and LUMO (alpha / beta), eV: 8.78 / 5.89
F_max, eV Å⁻¹: 1.47

ORCA input file:
```
! RIJCOSX wB97M-V def2-TZVPD def2/J DEFGRID3
* xyz 1 2
Pb -0.8081 -1.9493 -0.0128
O -5.4257 -0.5512 -0.2248
O -3.2089 -0.8928 0.0038
N 2.0443 -0.4342 -0.0021
N -0.5422 -0.2436 1.5015
N -0.5599 -0.2515 -1.5437
N 2.0918 3.0406 0.7912
N -3.5825 -3.6481 0.0192
N 0.2561 0.8122 1.2385
N 1.5143 -1.6684 -0.0229
N 2.0411 2.0504 -0.1067
N 0.2274 0.7967 -1.2460
C 0.0264 1.7716 2.1429
C -1.2735 0.0479 2.5825
C -0.9440 1.3272 3.0193
C -2.2398 -0.9153 3.1658
C -4.7147 -2.8640 -0.1379
C -2.2545 -0.8811 -3.2281
C -4.3909 -1.1271 -0.1157
C 3.4738 3.5505 -0.8769
C 3.3803 -0.5285 0.0500
C 2.5146 -2.5510 0.0109
C 2.2529 -4.0114 0.0075
C 2.8789 2.3419 -1.1380
C 3.7257 -1.8631 0.0547
C 3.2229 5.1905 1.1372
C -0.0107 1.7853 -2.1158
C 2.9417 3.9548 0.3647
C -1.2916 0.0670 -2.6165
C -0.9701 1.3638 -3.0129
B 1.1594 0.8328 -0.0068
H 3.0022 1.6780 -1.9701
H -1.3881 1.9118 -3.8317
H -2.5078 -0.6039 4.1696
H 4.1851 4.0783 -1.4793
H -1.8425 -1.8888 -3.2333
H 4.0114 0.3344 0.0852
H -5.1888 -2.9505 -1.1113
H 4.7125 -2.2696 0.0849
H -3.4023 -4.0601 0.9192
H 3.9863 5.7851 0.6432
H 2.3118 5.7809 1.2267
H 3.1889 -4.5603 0.0155
H 1.6762 -4.2919 0.8888
H 0.5029 2.7230 -2.0679
H -5.4277 -2.9208 0.6800
H -3.1406 -0.9640 2.5575
H -1.7993 -1.9085 3.2170
H -3.2226 -4.1415 -0.7798
H 0.5824 2.6875 2.1122
H -2.4638 -0.5837 -4.2512
H -1.3670 1.8548 3.8491
H 1.6880 -4.2929 -0.8808
H 3.5587 4.9388 2.1422
H -3.1880 -0.8862 -2.6658
*
```

---

A single C3H8BN molecule at a distorted geometry, computed with the ωB97M-V functional and the def2-TZVPD basis.

Properties
E, eV: -5406.9651
E_HOMO, hartree: -0.3667
SMILES: B1CCCN1
Gap between HOMO and LUMO, eV: 10.80
F_max, eV Å⁻¹: 5.15
ΔE to the lowest compared entry with this formula, charge and spin, kcal per mole: 0.0

ORCA input file:
```
! RIJCOSX wB97M-V def2-TZVPD def2/J DEFGRID3
* xyz 0 1
N 0.2829 0.9302 -0.8134
C -0.9195 -0.9257 -0.0445
C 0.1847 -0.3274 1.0229
C 1.1843 0.3667 0.1686
B -0.8660 0.3143 -1.0931
H 0.4256 -1.2193 1.7162
H -0.4799 0.3815 1.6251
H 0.5219 1.8719 -1.0840
H -0.4760 -1.6717 -0.5850
H -1.5860 0.7351 -1.8669
H 1.8113 -0.3854 -0.2782
H 1.6143 1.1762 0.7118
H -1.6977 -1.2464 0.5204
*
```

---

2 unconnected molecules or ions with the total composition C47H54N3O at a distorted geometry, computed with the ωB97M-V functional and the def2-TZVPD basis.

Properties
E, eV: -56124.1818
E_HOMO, hartree: -0.3112
Gap between HOMO and LUMO, eV: 3.21
F_max, eV Å⁻¹: 2.68
ΔE to the lowest compared entry with this formula, charge and spin, kcal per mole: 0.0

ORCA input file:
```
! RIJCOSX wB97M-V def2-TZVPD def2/J DEFGRID3
* xyz 1 1
O 3.1322 8.0631 -2.1534
N -0.1527 1.1696 1.0046
N -1.3945 0.9219 -0.7256
N -0.7831 0.2305 0.2626
C -0.0110 0.7652 -3.3025
C -3.1361 -0.6177 -1.5337
C -5.5207 9.5545 -1.9066
C 4.4706 6.6829 -5.2741
C 0.8414 0.7785 1.9844
C -2.3091 6.7493 -1.5301
C -1.3767 0.1233 -3.0581
C -3.7169 -1.3354 -2.5763
C -3.1659 -1.2979 -3.8592
C 3.9993 7.6181 -6.2022
C 0.4135 0.1832 3.1761
C 3.5013 7.9807 -3.5059
C -1.3101 -1.5484 3.8804
C -4.3330 9.7483 -2.6273
C -0.5111 2.4347 0.6140
C -2.0087 0.1820 -1.8038
C 4.2482 6.8715 -3.9106
C 3.3013 8.7505 -5.7675
C 2.2080 0.9403 1.6988
C -3.3932 7.6674 -1.7116
C 3.5636 0.2842 -0.3416
C 1.0446 -0.2614 -3.7257
C -1.9339 3.3182 -1.2568
C 1.4224 6.4240 -1.7098
C 0.8474 8.7882 -1.8831
C -5.6483 8.4160 -1.0940
C -1.0648 -0.1018 3.4450
C -1.9950 -0.5816 -4.0933
C 3.4744 2.6974 0.3805
C 1.7966 7.7633 -1.8893
C 3.1350 0.6359 2.6975
C 2.7153 0.1433 3.9312
C -0.9390 7.1099 -1.6466
C 3.0492 8.9476 -4.4082
C -4.7538 0.5014 0.0156
C 0.0822 6.1090 -1.6151
C -4.3886 -1.9817 0.2372
C 2.7140 1.3752 0.3186
C -3.7542 -0.6393 -0.1378
C -0.1235 1.9121 -4.2994
C -3.3181 8.7971 -2.5873
C -1.6230 0.8884 4.4646
C -0.4850 8.4664 -1.7189
C -0.0988 3.6045 1.3841
C -4.6250 7.4788 -1.0119
C 1.3633 -0.1087 4.1560
C -1.3094 2.3214 -0.5089
H -4.6052 -1.9388 -2.3784
H -6.5628 8.2719 -0.5166
H -2.4035 3.0476 -2.1955
H 1.1466 -1.0448 -2.9642
H -2.0489 4.2506 -0.7323
H 1.1733 9.8202 -2.0190
H -4.7341 6.5840 -0.3937
H -3.6907 -2.8096 0.0665
H 1.0249 -0.5270 5.1060
H -0.8029 2.6778 -3.9070
H -0.5598 4.4985 0.9413
H 4.1969 0.7874 2.4928
H -0.2190 5.0664 -1.5095
H 2.9529 9.4996 -6.4805
H -5.6268 0.3225 -0.6273
H -6.3313 10.2840 -1.9669
H -2.7017 0.7416 4.5914
H -2.9159 -0.4738 0.5522
H 0.3073 1.1809 -2.3405
H 2.1975 5.6559 -1.6897
H 3.4464 -0.0609 4.7145
H -5.3056 -2.1652 -0.3376
H -2.4454 8.9141 -3.2341
H 3.7425 3.0254 -0.6318
H -5.0928 0.5836 1.0545
H 1.8221 1.5223 -0.3028
H -2.5630 5.7479 -1.2197
H -1.5276 -0.5872 -5.0817
H 5.0316 5.8055 -5.5991
H 3.0030 -0.6566 -0.4037
H -0.7744 -1.7816 4.8096
H -0.9732 -2.2423 3.1012
H -1.1349 0.7503 5.4399
H 0.7834 -0.7407 -4.6785
H 2.0194 0.2285 -3.8382
H 0.9927 3.7498 1.3760
H -4.1980 10.6495 -3.2289
H 2.8677 3.4865 0.8404
H -1.5765 0.0429 2.4857
H 0.8577 2.3706 -4.4680
H -0.4171 3.5415 2.4416
H -1.4512 1.9223 4.1393
H 4.1892 7.4704 -7.2679
H 3.8401 0.5843 -1.3599
H 4.6093 6.1759 -3.1515
H -1.1999 9.2824 -1.6419
H 2.5122 9.8225 -4.0344
H -0.5185 1.5553 -5.2599
H 4.3971 2.5909 0.9674
H 4.4840 0.1004 0.2293
H -4.6519 -1.9766 1.3020
H -2.3821 -1.7109 4.0431
H -3.6386 -1.8543 -4.6697
H -4.3000 1.4529 -0.2818
*
```

---

2 unconnected molecules or ions with the total composition C10H12N4O at a distorted geometry, computed with the ωB97M-V functional and the def2-TZVPD basis.

Properties
E, eV: -18564.6073
E_HOMO (alpha / beta), hartree: -0.2519 / -0.2517
Gap between HOMO and LUMO (alpha / beta), eV: 4.41 / 4.40
F_max, eV Å⁻¹: 5.83
ΔE to the lowest compared entry with this formula, charge and spin, kcal per mole: 200.6

ORCA input file:
```
! RIJCOSX wB97M-V def2-TZVPD def2/J DEFGRID3
* xyz 0 1
O -1.9328 -2.4772 0.2229
N -1.0722 -1.8367 -0.6512
N -1.6167 -3.2806 2.4100
N 0.0515 -1.7756 -0.1426
N 1.1430 -0.2603 -1.3821
C 0.5891 -0.4448 -2.6688
C 0.9447 2.4478 1.6522
C 2.0263 1.6076 1.5269
C -0.2414 1.4619 -0.2881
C -0.1905 2.3482 0.7692
C -1.5298 1.4050 -1.1511
C 0.9397 0.6585 -0.5159
C 2.0042 0.7798 0.4525
C -1.1678 -2.7374 1.3940
C 0.1171 -2.2685 1.0666
H 2.8692 0.0108 0.3748
H -1.8597 0.4517 -0.9648
H 0.7943 3.2148 2.5058
H -2.1746 2.0867 -0.7564
H -1.1202 2.9948 0.9177
H 0.4987 0.4862 -3.1254
H -2.5195 -3.5480 2.6826
H 2.7830 1.7069 2.2121
H 1.1288 -1.3507 -3.2344
H -0.3803 -0.7955 -2.5762
H 1.0398 -2.3619 1.5080
H -1.1240 1.4764 -2.2386
*
```

---

A single C9H8N4 molecule at a distorted geometry, computed with the ωB97M-V functional and the def2-TZVPD basis.

Properties
E, eV: -15415.7084
E_HOMO, hartree: -0.3337
SMILES: c1cc2nnc(C3CC3)nc2cn1
Gap between HOMO and LUMO, eV: 8.73
F_max, eV Å⁻¹: 9.92
ΔE to the lowest compared entry with this formula, charge and spin, kcal per mole: 185.1

ORCA input file:
```
! RIJCOSX wB97M-V def2-TZVPD def2/J DEFGRID3
* xyz 0 1
N 3.1399 -1.4901 -0.0027
N -0.2894 2.0176 0.0758
N -0.3744 -0.5024 -0.0156
N 0.9516 1.9935 -0.0077
C 1.5905 0.8058 -0.2214
C 1.9641 -1.4541 0.2218
C -2.4123 0.5549 -0.2316
C 3.7731 -0.1546 -0.0661
C -2.8876 -1.0255 -0.7050
C -3.0331 -0.4659 0.7353
C -0.9437 0.7035 -0.0679
C 3.0718 1.0173 -0.1515
C 1.0008 -0.3427 -0.0667
H -4.0594 0.2926 0.8533
H 4.8031 0.0165 0.2414
H 1.2297 -2.2881 0.2669
H -2.2257 -1.6144 -1.1516
H 3.7011 1.9861 -0.1521
H -3.8264 -1.0581 -1.2603
H -2.8653 1.6242 -0.1350
H -2.3083 -0.6160 1.8408
*
```